a:
A single C19H32N2O4 molecule, computed with ωB97M-V/def2-TZVPD.

Properties
LUMO level = 0.750 eV
structure (SMILES) = CCOc1cc(C(=O)NC[C@H](C)CN(C)C)cc(OCC)c1OCC

Last column: natural (NBO) charge in e.
Geometry (Å):
C  -1.42  -1.65  0.23  -0.29
H  2.00  1.54  -1.97  0.20
N  2.12  -1.01  0.85  -0.64
H  3.92  -1.29  1.86  0.18
H  5.09  0.46  0.55  0.20
C  -5.07  0.65  -0.05  -0.05
N  3.42  1.00  -0.55  -0.46
O  -1.65  2.46  -0.04  -0.49
H  0.61  1.04  0.48  0.21
C  4.60  0.16  -0.38  -0.22
H  2.18  -0.04  0.55  0.43
O  -3.78  1.12  -0.38  -0.51
H  -3.46  -3.43  0.84  0.18
H  2.81  2.98  -0.33  0.20
H  -3.08  -3.56  -0.90  0.18
C  0.98  -1.72  0.71  0.65
C  -5.19  -3.62  -0.44  -0.62
C  -1.49  1.10  0.07  0.26
H  2.59  -0.11  -2.11  0.21
C  5.59  -2.13  -0.18  -0.60
C  -0.29  0.46  0.33  -0.32
H  -5.23  -4.70  -0.37  0.21
O  0.95  -2.93  0.84  -0.65
H  6.22  -1.94  -1.06  0.21
C  3.72  2.38  -0.21  -0.41
H  -0.87  4.27  -0.25  0.19
H  -5.06  0.16  0.93  0.17
C  -0.23  3.50  1.66  -0.64
H  -5.51  -3.32  -1.43  0.21
H  4.51  2.82  -0.84  0.17
C  -0.25  -0.93  0.42  -0.06
H  0.33  2.97  -0.38  0.16
H  3.75  -1.67  -1.17  0.20
C  2.88  0.91  -1.90  -0.42
H  3.24  -2.72  1.04  0.24
H  0.59  4.21  1.77  0.21
C  -0.55  3.31  0.18  -0.06
H  5.39  -3.19  -0.13  0.22
H  -5.41  -0.07  -0.80  0.18
H  3.61  1.23  -2.66  0.17
H  5.32  0.32  -1.20  0.17
C  -6.00  1.86  -0.03  -0.62
H  4.03  2.44  0.83  0.20
H  -5.66  2.57  0.72  0.21
O  -3.79  -1.72  -0.28  -0.52
C  -3.78  -3.13  -0.17  -0.06
C  4.29  -1.34  -0.27  -0.23
H  -5.88  -3.19  0.29  0.21
H  6.15  -1.84  0.70  0.20
H  -1.34  -2.73  0.30  0.25
C  -2.63  -1.03  -0.05  0.24
C  -2.68  0.37  -0.11  0.29
C  3.41  -1.64  0.95  -0.22
H  0.06  2.56  2.12  0.21
H  -7.01  1.54  0.21  0.21
H  -5.99  2.35  -0.99  0.21
H  -1.10  3.88  2.18  0.22

---

b:
C19H32N2O4 as an isolated structure, computed with ωB97M-V/def2-TZVPD.

Properties
LUMO level = 0.667 eV

Last column: natural (NBO) charge in e.
Geometry (Å):
N  1.94  -0.67  1.08  -0.54
H  -5.79  -0.57  0.92  0.18
C  -2.36  0.96  -0.35  0.24
C  -2.61  3.34  -0.89  -0.07
H  5.80  0.92  0.85  0.18
H  -2.05  3.56  1.28  0.23
C  1.17  0.23  0.99  0.66
H  1.75  -1.55  0.65  0.41
H  -0.23  -1.96  1.10  0.19
H  8.74  -0.24  -1.40  0.24
O  1.54  1.70  1.28  -0.81
H  -1.72  3.46  -1.52  0.22
O  -3.19  1.84  -0.68  -0.52
C  -1.11  1.01  0.29  -0.26
H  3.87  0.47  -0.37  0.22
C  -0.30  0.01  0.67  -0.13
H  -6.55  -0.05  -1.57  0.23
H  -4.44  -3.80  -1.62  0.22
H  7.01  1.12  -2.39  0.23
H  3.24  -1.61  -1.23  0.21
H  5.96  -0.85  1.00  0.21
C  4.17  -1.79  -0.88  -0.62
C  -5.29  0.46  0.24  -0.02
H  8.45  0.45  0.26  0.19
C  7.88  -0.14  -0.55  -0.44
H  -4.84  0.99  0.98  0.19
O  -2.37  -2.59  0.61  -0.47
C  -6.23  1.00  -0.93  -0.65
H  3.56  0.49  1.77  0.25
C  6.51  1.19  -1.37  -0.35
O  -4.20  -0.60  -0.41  -0.57
H  -0.46  2.13  0.02  0.23
H  -3.66  -2.40  -1.97  0.23
H  6.56  2.21  -0.67  0.14
H  5.30  1.33  -1.82  0.15
C  -0.78  -1.34  0.59  -0.32
H  8.23  -1.33  0.02  0.17
H  -3.85  3.98  1.11  0.22
C  -2.08  -1.43  0.38  0.32
C  5.71  -0.04  0.35  -0.21
H  -2.60  -3.92  -1.64  0.20
H  4.93  -1.60  -1.85  0.23
C  -3.55  -3.25  0.06  -0.06
C  -2.98  -0.31  -0.16  0.25
C  4.30  -0.34  -0.02  -0.23
H  -5.54  1.55  -1.58  0.23
N  6.48  0.14  -0.73  -0.51
C  3.44  -0.37  1.19  -0.18
H  -3.55  -4.18  0.40  0.18
H  -6.89  1.56  -0.30  0.23
H  -4.53  -2.77  0.46  0.17
C  -3.58  -3.34  -1.37  -0.63
C  -2.76  3.97  0.65  -0.61
H  4.42  -2.59  -0.24  0.21
H  -3.50  3.76  -1.32  0.19
H  3.74  -1.35  1.72  0.16
H  -2.49  4.96  0.32  0.21

---

Last place for stability: b

---

a:
A 3-piece molecular cluster, C5H6N2O3 overall, computed with ωB97M-V/def2-TZVPD.

Properties
LUMO level = -0.947 eV

Last column: natural (NBO) charge in e.
Geometry (Å):
C  -1.53  -0.39  0.53  -0.16
O  0.56  -0.95  -1.86  -0.43
H  1.18  2.28  0.17  0.48
C  -0.14  -0.96  0.43  -0.17
N  -1.29  -1.77  0.15  -0.53
H  0.36  -1.06  1.39  0.23
H  -1.88  -0.17  1.54  0.22
O  -2.74  1.48  -0.28  -0.49
N  3.06  0.10  0.17  -0.51
C  -2.10  0.48  -0.53  0.41
H  3.11  1.55  0.36  0.52
H  -1.49  -2.42  0.90  0.38
C  2.00  0.18  -0.42  0.38
C  0.77  -0.63  -0.72  0.47
O  2.04  2.12  -0.23  -0.93
H  -1.91  0.17  -1.58  0.14

---

b:
A single C5H6N2O3 molecule, computed with ωB97M-V/def2-TZVPD.

Properties
LUMO level = 0.541 eV
structure (SMILES) = C=C=CC(=O)O/N=C(\N)O

Last column: natural (NBO) charge in e.
Geometry (Å):
N  -1.41  0.91  0.70  -0.28
H  1.75  -3.33  -0.68  0.23
N  0.17  2.09  -0.57  -0.80
H  0.34  2.43  -1.47  0.40
O  -1.96  1.58  -1.37  -0.68
C  -1.00  1.51  -0.38  0.66
H  0.96  1.79  -0.05  0.42
O  -0.35  0.85  1.73  -0.42
H  1.36  -2.08  -1.96  0.23
C  0.69  -1.90  0.02  0.18
O  1.53  -0.20  2.28  -0.55
C  1.38  -2.42  -0.91  -0.48
H  -2.73  2.00  -1.08  0.50
C  -0.11  -1.35  0.92  -0.43
H  -1.08  -1.60  1.14  0.26
C  0.48  -0.27  1.70  0.76

---

c:
C5H6N2O3 as an isolated structure, computed with ωB97M-V/def2-TZVPD.

Properties
LUMO level = 0.184 eV

Last column: natural (NBO) charge in e.
Geometry (Å):
C  -0.86  1.09  -0.01  0.77
O  -0.63  2.23  0.34  -0.55
O  2.08  0.98  -1.01  -0.63
H  -2.73  -1.13  -0.93  0.21
H  3.06  0.71  0.15  0.49
H  -1.02  -3.19  -0.23  0.40
H  0.62  -2.72  0.06  0.41
O  -2.14  0.63  -0.02  -0.48
C  1.50  0.02  -0.39  0.61
H  -2.60  -1.19  0.85  0.21
C  -0.71  -1.18  -0.19  0.28
N  2.29  -0.22  0.67  -0.84
N  -0.33  -2.45  -0.15  -0.78
C  0.04  -0.03  -0.26  -0.35
H  1.92  -0.86  1.36  0.38
C  -2.15  -0.79  -0.07  -0.11

---

Last place for stability: a

---

a:
A 6-piece molecular cluster, H11O5S overall, computed with ωB97M-V/def2-TZVPD.

Properties
net charge = -1
LUMO level = 3.496 eV

Last column: natural (NBO) charge in e.
Geometry (Å):
H  0.16  -1.78  2.28  0.50
H  -1.33  -2.04  2.03  0.46
H  -2.43  1.24  -0.68  0.49
O  -3.01  1.95  -0.71  -0.97
H  -0.07  0.29  -1.42  0.51
O  2.38  -1.56  0.30  -0.96
H  -1.18  -0.54  -1.77  0.47
S  1.73  1.07  -2.56  -1.03
H  3.09  -0.78  0.27  0.47
H  1.78  2.39  -2.05  0.11
O  0.07  0.21  1.74  -0.98
O  -0.90  -0.06  -1.01  -1.03
H  -0.11  -0.01  0.76  0.51
H  1.01  0.45  1.80  0.47
O  -0.66  -2.21  2.68  -0.97
H  1.97  -1.36  -0.52  0.48
H  -2.51  2.74  -1.14  0.47

---

b:
A 6-piece molecular cluster, H11O5S overall, computed with ωB97M-V/def2-TZVPD.

Properties
net charge = -1
LUMO level = 3.677 eV

Last column: natural (NBO) charge in e.
Geometry (Å):
O  1.60  0.14  1.42  -1.05
H  -4.35  -0.28  -0.78  0.46
H  0.69  -0.03  1.91  0.52
H  -1.22  2.12  -1.30  0.13
O  2.14  -1.02  -2.27  -0.98
O  3.78  -1.15  0.28  -0.99
H  -1.35  0.78  2.71  0.47
H  3.57  -1.99  0.78  0.46
O  -4.44  0.45  -0.14  -0.99
H  1.14  0.35  0.51  0.50
O  -1.06  0.02  2.26  -1.00
S  -1.08  0.79  -0.91  -1.02
H  -3.46  0.72  -0.03  0.50
H  3.05  -0.61  0.70  0.51
H  1.49  -0.42  -1.92  0.49
H  -1.35  0.17  1.26  0.51
H  2.84  -1.10  -1.67  0.48

---

Last place for stability: a